The following is a quantum chemistry calculation of a molecular structure, H24O12 in a non-equilibrium geometry, from the Open Molecules 2025 dataset.

Last column: Mulliken charge in e.
Element x y z (Å)
1 O 1.461 -2.408 0.537  -0.675
2 H 2.406 -0.703 -0.244  0.696
3 H -1.372 1.167 0.116  0.366
4 O 1.382 1.474 -0.487  -0.816
5 H 0.953 -1.606 0.663  0.497
6 O 2.760 -0.915 -1.108  -0.641
7 H -2.672 -0.849 1.314  0.297
8 H 0.868 -2.997 0.070  0.304
9 H 0.032 -0.179 2.279  0.346
10 H 0.084 2.279 0.561  0.388
11 O 2.262 0.040 0.715  -0.726
12 H -0.710 -0.329 0.414  0.335
13 O -0.242 -0.565 -0.386  -0.734
14 H -1.342 -0.637 -2.447  0.306
15 O -3.094 -0.886 -0.696  -0.657
16 H 2.029 2.098 -0.817  0.416
17 H -2.633 -0.148 -0.297  0.533
18 H 0.236 0.543 -2.552  0.318
19 H -3.876 -1.000 -0.157  0.215
20 H -2.660 1.920 -0.140  0.320
21 H 2.985 -0.066 -1.490  0.276
22 H 1.406 -0.311 0.962  -0.096
23 H -0.278 1.401 1.741  0.312
24 O 0.477 -0.797 1.700  -0.555
25 H 1.870 0.925 0.127  0.364
26 O -2.306 -0.021 1.624  -0.429
27 O -0.443 -0.961 -2.387  -0.950
28 O -2.097 1.236 -0.504  -0.637
29 H -0.188 -0.797 -1.479  1.062
30 H 2.720 0.163 1.546  0.256
31 H 0.524 0.009 -0.395  0.134
32 O -0.666 1.915 1.032  -0.688
33 H 1.257 1.185 -1.637  0.175
34 O 1.119 0.914 -2.544  -0.843
35 H -3.030 0.403 2.087  0.245
36 H 0.776 -1.497 2.280  0.285

The LUMO energy is -1.1 eV. For the highest occupied orbital energy, the calculation gives -8.12 eV.


The following is a quantum chemistry calculation of a molecular structure, C27H44F6OP2Tm in a non-equilibrium geometry, from the Open Molecules 2025 dataset.

Last column: Mulliken spin population.
Element x y z (Å)
1 O 0.485 2.905 0.849  -0.004
2 H 1.067 -2.005 -0.518  0.001
3 P 0.204 -0.862 1.495  0.000
4 H 2.085 -3.904 0.540  0.000
5 F 3.921 3.928 0.384  0.000
6 H 3.048 3.908 2.763  0.000
7 C 1.474 -0.994 2.786  -0.001
8 C 2.190 -4.211 -0.508  0.000
9 C 3.522 -3.876 -1.106  0.000
10 C 1.257 -5.584 -2.436  0.000
11 H -2.956 2.789 -1.901  0.000
12 C 0.907 0.808 -2.599  0.000
13 H 2.186 -1.792 2.551  0.000
14 H 0.289 -3.265 1.347  0.000
15 C 1.233 -4.965 -1.068  0.000
16 C 1.010 -0.948 -0.212  -0.002
17 H 2.902 -1.911 -3.499  0.000
18 H -1.436 -0.898 -3.219  0.000
19 C 1.660 3.562 1.196  -0.002
20 C -3.686 2.169 -1.361  -0.001
21 F 0.814 5.516 0.029  0.000
22 H -1.787 2.810 4.175  0.000
23 F 0.412 5.361 2.171  0.000
24 H 4.278 -4.612 -0.779  0.000
25 H 0.869 -5.238 -4.529  0.000
26 H 3.591 -4.816 -3.069  0.000
27 C 3.594 -3.802 -2.648  0.000
28 F 2.326 3.833 -1.131  0.000
29 C -2.827 3.174 0.878  -0.004
30 C -4.134 -0.342 0.566  0.000
31 H -0.089 -1.975 -2.727  0.000
32 H -3.679 -1.160 1.139  0.000
33 H -3.989 -0.554 -0.500  0.000
34 C 1.347 -3.325 -3.711  0.000
35 H -5.218 -0.364 0.767  0.000
36 H -3.675 1.172 -1.826  0.000
37 H 0.281 1.147 -3.432  0.000
38 Tm -0.974 1.525 0.752  2.022
39 C -3.124 0.460 3.456  -0.001
40 H -2.277 0.656 4.126  0.000
41 C 2.289 3.148 2.510  0.001
42 H 2.249 -5.975 -2.700  0.000
43 H -3.103 -0.610 3.202  0.000
44 C -2.628 2.684 2.209  -0.008
45 F 2.444 5.854 1.466  0.000
46 H -1.343 -2.661 0.917  0.000
47 H -2.609 4.646 -0.657  0.000
48 F 2.946 2.009 -0.095  0.000
49 H 0.581 -6.454 -2.397  0.000
50 C 0.736 -4.685 -3.583  0.000
51 C -3.357 2.098 0.088  -0.003
52 H -4.051 0.649 4.022  0.000
53 H -1.593 -1.949 -1.769  0.000
54 P -0.140 -0.010 -1.368  0.001
55 C -2.142 3.471 3.374  0.000
56 H -2.944 4.100 3.789  0.000
57 H -0.840 -2.709 2.630  0.000
58 H 0.753 -2.632 -4.325  0.000
59 H 0.360 -5.266 -0.471  0.000
60 C -0.899 -1.332 -2.360  0.000
61 H -1.309 4.127 3.093  0.000
62 H 1.539 3.098 3.315  0.000
63 H -0.354 -4.566 -3.468  0.000
64 C -3.536 0.966 0.941  -0.004
65 H 2.790 2.174 2.396  0.000
66 C -2.643 4.582 0.437  -0.001
67 C -3.076 1.321 2.246  0.008
68 H 2.008 -0.044 2.932  0.000
69 H 3.853 -2.910 -0.691  0.000
70 H 4.573 -3.362 -2.896  0.000
71 C 2.556 -2.932 -3.289  0.000
72 H -4.685 2.603 -1.531  0.000
73 C 2.724 3.355 0.073  0.000
74 H 1.673 0.138 -2.995  0.000
75 H 2.016 -0.496 -0.195  0.000
76 H 0.975 -1.230 3.737  0.000
77 H -3.457 5.232 0.790  0.000
78 C 1.344 5.093 1.201  0.000
79 H 1.391 1.702 -2.194  0.000
80 H -1.699 4.987 0.820  0.000
81 C -0.493 -2.538 1.602  0.000

The LUMO energy (spin up / spin down) is -2.9 / -2.9 eV. Its multiplicity is 3. For the highest occupied orbital energy (spin up / spin down), the calculation gives -10.78 / -10.78 eV. As for the net charge: +1.


The following is a quantum chemistry calculation of 2 unconnected molecules or ions with the total composition C2HF3I2 in a non-equilibrium geometry, from the Open Molecules 2025 dataset.

Last column: Mulliken charge in e.
Element x y z (Å)
1 F 0.014 -0.226 1.798  -0.204
2 F -0.232 1.558 0.581  -0.178
3 F 0.495 -1.455 -0.898  -0.196
4 C 0.285 0.340 0.570  0.257
5 C -0.315 -0.485 -0.522  -0.202
6 H -0.317 0.564 -1.759  0.292
7 I 2.446 0.590 0.408  0.090
8 I -2.375 -0.885 -0.177  0.141

The LUMO energy is -0.5 eV. For the highest occupied orbital energy, the calculation gives -10.01 eV.


The following is a quantum chemistry calculation of 2 unconnected molecules or ions with the total composition C16H17NO in a non-equilibrium geometry, from the Open Molecules 2025 dataset.

Last column: Mulliken charge in e.
Element x y z (Å)
1 H -0.619 1.011 -0.681  0.405
2 H -3.961 -3.598 -2.282  0.360
3 C -3.946 -2.224 0.821  -0.229
4 H -0.310 2.458 -2.688  0.398
5 C -1.791 -1.483 1.344  0.952
6 H 5.440 1.219 1.561  0.353
7 C -2.225 -2.276 -0.832  -0.537
8 H -3.397 -1.772 2.828  0.390
9 H -5.041 -2.250 -2.027  0.283
10 C 2.765 2.848 -1.322  -0.546
11 C 2.752 0.791 1.699  -0.741
12 H 3.015 0.249 2.592  0.395
13 C -1.292 -1.797 0.061  -0.745
14 H 0.678 0.226 1.592  0.464
15 C 0.488 2.306 -1.973  -0.571
16 N 1.502 0.564 1.123  0.117
17 C 0.339 1.474 -0.885  -0.541
18 H -5.229 -3.761 -1.125  0.370
19 C 4.869 2.058 1.150  -1.331
20 C 3.493 1.590 0.870  0.321
21 C -3.587 -2.440 -0.486  0.485
22 H -0.036 -1.494 2.182  0.407
23 C 1.425 1.327 -0.019  -0.046
24 H -4.961 -2.393 1.171  0.337
25 H 5.395 2.301 0.222  0.332
26 C 1.733 2.927 -2.223  -0.617
27 H -1.986 -2.460 -1.875  0.315
28 H 1.797 3.581 -3.083  0.340
29 C -4.499 -3.050 -1.513  -1.391
30 C 2.646 2.026 -0.195  0.826
31 O -0.840 -0.976 2.252  -0.762
32 H -0.289 -1.503 -0.209  0.420
33 H 5.027 2.948 1.758  0.261
34 C -3.066 -1.711 1.805  -0.809
35 H 3.713 3.285 -1.611  0.334

The LUMO energy is 0.7 eV. For the highest occupied orbital energy, the calculation gives -7.76 eV. The SMILES is Cc1c[nH]c2ccccc12.Cc1ccc(O)cc1.


The following is a quantum chemistry calculation of 2 unconnected molecules or ions with the total composition C3H11N5, from the Open Molecules 2025 dataset.

Last column: Mulliken charge in e.
Element x y z (Å)
1 C 2.127 -1.554 -1.034  -0.867
2 H 1.820 -1.806 -0.013  0.236
3 H 1.687 0.708 0.060  0.204
4 H -2.931 1.955 1.067  0.277
5 H -0.079 0.620 -2.237  0.418
6 H 0.873 1.969 -0.656  0.300
7 N 1.007 -1.020 -1.790  -0.511
8 H -3.367 0.501 0.419  0.225
9 H -1.851 -1.206 0.331  0.178
10 N -0.901 1.299 2.149  -0.723
11 H -0.549 -1.251 1.435  0.191
12 N -1.196 -0.696 0.899  -0.383
13 N -2.599 1.121 0.611  -0.520
14 C 0.729 0.200 -1.645  0.149
15 H 2.966 -0.854 -0.970  0.351
16 C -1.517 0.578 1.280  0.542
17 H 2.472 -2.460 -1.526  0.280
18 H -0.072 0.788 2.436  0.211
19 N 1.381 1.108 -0.816  -0.558

The LUMO energy is 0.7 eV. For the highest occupied orbital energy, the calculation gives -8.97 eV. The SMILES is C/N=C\N.N=C(N)N.